Below is 16 unconnected molecules or ions with the total composition C25H28Cl45F3N2O2, with properties calculated with wB97M-V/def2-TZVPD.

Geometry as ORCA input:
```
! RIJCOSX wB97M-V def2-TZVPD def2/J DEFGRID3
* xyz 0 1
Cl 6.197 1.307 1.019
Cl 8.942 7.338 4.952
Cl 14.343 -0.292 -11.596
Cl 11.982 -0.384 -13.285
Cl -9.053 -2.450 3.292
Cl 10.895 -4.393 -11.635
Cl 10.810 -2.762 -6.670
Cl -10.771 0.749 0.755
Cl 4.736 3.946 5.500
Cl 4.197 3.639 2.672
Cl 12.291 1.751 -11.333
Cl 13.560 -4.097 -10.511
Cl 1.615 -6.603 -0.634
Cl 6.536 -3.070 -6.394
Cl 5.255 9.495 3.785
Cl 6.849 6.204 6.607
Cl 6.034 7.579 1.742
Cl -2.104 5.995 6.157
Cl 3.072 1.755 4.561
Cl -3.586 3.539 6.613
Cl 4.315 -2.193 -4.732
Cl -12.973 0.364 2.607
Cl -16.537 3.040 2.448
Cl 5.769 0.120 -1.597
Cl -6.896 -1.287 4.849
Cl -14.678 4.884 1.192
Cl 3.823 6.977 3.524
Cl -14.047 0.003 -2.987
Cl -8.113 -7.612 0.597
Cl -7.205 -0.586 2.047
Cl 7.730 4.816 4.191
Cl -15.507 0.248 -0.491
Cl -1.659 4.460 8.586
Cl 13.227 -5.133 -13.201
Cl -0.108 -6.280 -2.949
Cl 3.498 0.969 -0.013
Cl -14.356 4.178 3.991
Cl 7.045 -1.890 -3.791
Cl 10.429 -1.789 -9.379
Cl -12.503 -1.562 0.479
Cl 0.274 -4.072 -1.105
Cl -16.953 0.026 -3.001
Cl 9.048 -4.180 -8.484
Cl -6.823 -5.295 1.757
Cl -9.669 -5.763 2.204
F -4.073 -2.338 2.867
F -2.413 -3.019 4.112
F -2.996 -0.910 4.124
O 1.076 -1.212 0.177
O -1.958 -2.914 1.384
N -0.406 3.162 4.096
N -1.515 2.583 0.136
C 10.521 -3.222 -8.347
C -1.823 0.847 2.062
C -7.391 -1.856 3.257
C 8.216 5.842 5.542
C 5.988 -1.891 -5.205
C -2.855 -1.997 3.332
C 0.166 -5.837 -1.271
C -2.057 4.386 6.867
C 1.620 -1.700 1.401
C -14.869 3.613 2.399
C -0.551 0.821 2.936
C 5.179 1.300 -0.424
C -2.202 -0.504 1.403
C 5.381 7.787 3.367
C -8.326 -5.929 1.075
C 0.773 0.635 2.152
C -1.692 1.850 1.002
C 12.585 -4.033 -11.986
C -11.752 -0.438 1.610
C 3.552 3.437 4.299
C -15.508 -0.450 -2.108
C 1.583 -0.618 2.496
C -0.485 2.109 3.643
C 12.619 0.060 -11.699
C -1.864 -1.754 2.202
H -2.656 1.180 2.684
H 2.661 -1.984 1.236
H -3.285 -0.494 1.272
H 0.603 0.750 1.086
H -14.234 2.785 2.117
H 2.607 -0.360 2.747
H 1.098 -2.609 1.712
H 0.856 -1.972 -0.369
H -15.517 -1.527 -2.008
H 11.354 -3.823 -8.685
H -0.868 -1.737 2.648
H -6.753 -2.682 2.978
H -0.671 0.065 3.711
H -8.560 -5.356 0.189
H 12.115 -0.547 -10.959
H 6.036 -0.910 -5.658
H 2.666 4.052 4.401
H -11.108 -1.006 2.266
H 12.639 -3.026 -12.383
H 5.231 2.281 -0.877
H -1.512 -2.717 0.552
H -1.280 3.828 6.361
H 1.171 -1.071 3.400
H -0.681 -6.166 -0.685
H -1.784 -0.563 0.401
H 8.959 5.311 6.120
H 1.387 1.481 2.445
H 6.067 7.323 4.063
*
```

Summary:
Max |F| in eV/A: 0.81
HOMO level in eV: -10.85
LUMO energy in eV: 0.0353
Orbital gap in eV: 10.89
E in eV: -605114.5800

***

Below is 5 unconnected molecules or ions with the total composition C10H30O5, with properties calculated with wB97M-V/def2-TZVPD.

Geometry as ORCA input:
```
! RIJCOSX wB97M-V def2-TZVPD def2/J DEFGRID3
* xyz 0 1
O 2.682 1.975 -0.866
O -4.558 -1.312 2.718
O -0.134 1.243 -0.894
O 1.654 -2.956 3.860
O 0.136 -1.098 -2.729
C 1.432 -2.559 2.504
C 2.922 2.692 -2.077
C 1.542 -1.245 -2.586
C -3.012 -1.880 0.924
C 0.438 -1.428 2.390
C -3.768 -0.773 1.654
C -1.844 2.536 0.323
C -1.520 1.389 -0.622
C 1.881 -1.632 -1.154
C 2.052 3.938 -2.127
H -2.937 2.518 0.388
H 1.177 -3.408 1.862
H -1.486 2.303 1.325
H 2.344 -3.624 3.838
H -1.554 3.533 0.003
H 1.923 -2.059 -3.211
H 1.748 1.712 -0.869
H -3.998 -1.288 3.499
H 3.978 2.961 -2.083
H 1.776 -0.764 -0.489
H -2.201 1.389 -1.481
H 2.068 -0.332 -2.873
H 0.025 0.335 -1.188
H 2.409 -2.204 2.156
H 0.229 -1.127 1.366
H -3.730 -2.617 0.560
H -2.459 -2.431 1.686
H -3.117 0.018 2.044
H 1.079 -2.263 -0.755
H -2.408 -1.497 0.107
H 2.148 4.457 -1.172
H -0.499 -1.607 2.920
H -1.795 0.459 -0.110
H 0.989 3.740 -2.261
H 2.754 2.087 -2.978
H 0.864 -0.554 2.889
H -4.434 -0.184 1.017
H 2.419 4.594 -2.923
H -0.070 -0.980 -3.659
H 2.852 -2.057 -0.923
*
```

Summary:
Max |F| in eV/A: 2.07
HOMO level in eV: -9.88
LUMO energy in eV: 0.5631
SMILES string: CCO.CCO.CCO.CCO.CCO
Relative energy (zero: lowest compared OMol25 entry of this formula, charge and spin) in kJ/mol: 81.0
Orbital gap in eV: 10.44
E in eV: -21092.3526

***

Below is 2 unconnected molecules or ions with the total composition CH7N2O, with properties calculated with wB97M-V/def2-TZVPD.

Geometry as ORCA input:
```
! RIJCOSX wB97M-V def2-TZVPD def2/J DEFGRID3
* xyz 1 1
O -0.424 2.316 -0.697
N 1.033 -1.718 1.064
N -0.595 -0.387 0.124
C 0.496 -1.364 0.015
H 0.830 -1.642 -0.982
H -1.560 -0.705 -0.020
H -0.570 0.435 -0.506
H 1.621 -2.542 1.086
H 0.491 2.387 -0.401
H -0.604 -0.002 1.076
H -0.716 3.223 -0.760
*
```

Summary:
Max |F| in eV/A: 1.86
HOMO level in eV: -15.79
LUMO energy in eV: -3.7835
Relative energy (zero: lowest compared OMol25 entry of this formula, charge and spin) in kJ/mol: 162.0
Orbital gap in eV: 12.00
E in eV: -6170.8272

***

Below is a molecular structure, C8H9AuN2O5S, with properties calculated with wB97M-V/def2-TZVPD.

Geometry as ORCA input:
```
! RIJCOSX wB97M-V def2-TZVPD def2/J DEFGRID3
* xyz 2 3
Au 1.155 0.033 -1.277
S -0.857 -1.123 -1.001
O 0.070 2.299 -2.909
O 5.688 0.457 -4.777
O 1.181 1.841 1.112
O 2.957 -1.850 0.200
O 1.844 -1.393 -3.820
N -1.178 -1.473 1.568
N -1.966 0.724 0.483
C 1.141 1.135 0.207
C 0.453 1.418 -2.280
C 2.239 -1.148 -0.357
C 4.695 0.071 -4.386
C -1.332 -0.567 0.458
C -2.558 1.392 1.613
C 1.551 -0.865 -2.844
C -1.598 -1.338 2.948
H 2.522 0.763 -1.572
H -2.960 2.377 1.295
H -2.014 1.236 -0.411
H -1.790 1.584 2.390
H -2.093 -0.405 3.203
H -0.719 -2.373 1.359
H -0.710 -1.433 3.607
H -2.303 -2.162 3.191
H -3.416 0.801 1.998
*
```

Summary:
Max |F| in eV/A: 12.87
HOMO level (spin up / spin down) in eV: -14.65 / -16.89
LUMO energy (spin up / spin down) in eV: -8.4107 / -8.9416
Relative energy (zero: lowest compared OMol25 entry of this formula, charge and spin) in kJ/mol: 642.8
Orbital gap (spin up / spin down) in eV: 6.24 / 7.95
E in eV: -36157.8821

***

Q: Which value of E does entry 1 give?
A: -605114.5800 eV

***

Q: Number 3 is which compound?
A: CH7N2O

***

Q: Which formula does entry 3 have?
A: CH7N2O